# 1
44
Properties=species:S:1:pos:R:3:forces:R:3 method="wB97M-V/def2-TZVPD" multiplicity=1 charge=+2 e_tot_ev=-65519.145 homo_energy_ev=-14.714
F -1.868 2.462 2.044 -3.049 -2.131 -1.952
H 2.660 -2.617 -0.416 0.238 -0.112 0.287
F 1.182 1.239 1.323 2.352 2.064 1.148
C -2.369 -0.566 -3.414 0.158 0.964 0.469
C -2.169 -0.840 5.701 0.021 0.317 0.343
F -0.195 3.838 1.440 1.323 0.217 -0.072
H -2.080 -1.924 5.716 -0.045 0.045 -0.155
H -3.069 -0.425 -4.236 0.501 -0.055 -0.409
N 0.391 -2.617 -3.471 -0.212 -0.117 0.354
B -0.923 3.383 2.544 0.704 2.148 1.313
B 0.163 0.491 0.762 -0.975 -2.063 0.045
N -2.945 1.308 -1.672 0.048 -0.313 1.685
F 0.654 -0.528 -0.013 0.258 0.329 -0.326
H 3.121 -0.225 -0.832 0.190 -0.240 0.259
Be 2.077 3.278 2.135 -3.759 -1.269 -2.612
H -0.222 -2.762 -0.311 0.604 -0.034 -0.286
C 3.182 -0.993 -1.603 0.242 0.993 -0.082
C -2.525 -0.330 4.368 0.185 -0.147 0.948
H 2.206 -0.991 -2.086 0.081 -0.446 -0.160
H -2.434 -1.594 -3.062 -0.306 0.226 0.453
C 1.162 1.927 -2.410 -0.004 0.394 0.382
C 3.499 -2.355 -1.061 0.107 -0.183 -0.021
H 3.514 -3.077 -1.876 0.323 -0.033 0.077
H 1.507 0.942 -2.095 -0.431 -0.105 0.047
F -0.659 1.350 0.008 -1.448 0.708 -0.453
F -0.010 2.713 3.362 2.000 -0.648 -0.072
H -1.307 -0.380 -3.585 -0.080 -0.220 -0.921
C -0.508 -3.362 -1.172 -1.293 -0.533 0.293
C 1.525 2.861 -1.322 0.246 -0.218 -1.311
N 1.819 3.621 -0.512 0.495 -0.345 2.051
F -1.483 4.359 3.289 -0.403 -0.191 -0.663
H -1.255 -0.393 6.093 0.293 -0.069 -0.580
H 1.608 2.100 -3.389 0.456 0.569 0.313
H -1.579 -3.177 -1.292 -0.197 -0.440 0.337
Cl 4.359 -0.338 -2.795 -0.191 -0.245 0.142
N -2.808 0.100 3.347 -0.446 0.514 -1.222
H -0.344 -4.431 -1.035 -0.087 0.074 0.345
H 0.087 2.020 -2.559 -0.082 -0.385 0.242
C 0.008 -2.994 -2.452 1.175 1.044 -0.888
H -2.881 -0.523 6.465 -0.500 -0.149 -0.380
F -0.635 -0.034 1.761 -0.416 0.133 0.206
Cl 5.053 -2.468 -0.124 -0.974 0.202 -0.524
Be -2.816 1.468 0.878 3.433 0.388 0.665
C -2.692 0.483 -2.438 -0.534 -0.637 0.688

---

# 2
9
Properties=species:S:1:pos:R:3:forces:R:3 method="wB97M-V/def2-TZVPD" multiplicity=1 charge=0 e_tot_ev=-75934.625 e_above_lowest_kj_mol=46.9 homo_energy_ev=-8.780
H 0.343 0.687 0.292 0.635 -1.140 -0.793
C 0.258 -0.380 -0.045 -0.021 -1.141 -0.270
H -1.771 1.391 -0.160 0.416 0.202 0.237
Br -3.897 0.169 0.005 -1.588 -0.259 -0.013
F -1.554 -1.946 0.055 -0.522 -0.733 0.159
H 0.933 -1.106 0.497 -0.933 1.010 -0.023
C -2.094 0.385 0.005 2.455 -3.145 0.063
H 0.454 -0.651 -1.114 0.458 1.039 0.573
C -1.208 -0.685 0.055 -0.900 4.169 0.068